{"formula": "C20H23CdN7O", "method": "ωB97M-V with the def2-TZVPD basis set", "elements": ["Cd", "N", "C", "N", "C", "N", "N", "C", "C", "C", "C", "C", "C", "N", "C", "C", "C", "C", "C", "C", "H", "H", "H", "H", "H", "H", "H", "H", "H", "H", "H", "C", "N", "C", "C", "C", "N", "C", "C", "O", "H", "H", "H", "H", "H", "H", "H", "H", "H", "H", "H", "H"], "coordinates": [[0.12882, -0.40083, -1.41386], [0.06436, -3.39389, 2.16175], [-0.30267, -2.65435, 1.13159], [0.44000, -1.74045, 0.56198], [1.73501, -1.52686, 1.05291], [2.56051, -0.64746, 0.55852], [2.09080, -0.02980, -0.56708], [2.78718, 0.87717, -1.11801], [2.33719, 1.45486, -2.40836], [3.10844, 2.40765, -3.04222], [2.70577, 2.88305, -4.28539], [1.54873, 2.38343, -4.85243], [0.82163, 1.43545, -4.14894], [1.19614, 0.98486, -2.95400], [2.19728, -2.32196, 2.18738], [3.48058, -2.18639, 2.72891], [3.86670, -2.97650, 3.78765], [2.98227, -3.91621, 4.32575], [1.71550, -4.06906, 3.80483], [1.33644, -3.26652, 2.73698], [-0.57947, -4.07608, 2.53600], [-1.30234, -2.82862, 0.74982], [3.72834, 1.19815, -0.67948], [4.01703, 2.76173, -2.57247], [3.29662, 3.62632, -4.80399], [1.20973, 2.71271, -5.82453], [-0.09130, 1.02175, -4.55887], [4.15121, -1.45702, 2.29875], [4.85901, -2.87376, 4.20406], [3.29398, -4.53435, 5.15720], [1.02925, -4.80093, 4.21578], [-4.60960, -0.60077, -0.70733], [-3.60919, 0.38557, -0.28346], [-4.04123, 1.25254, 0.83334], [-2.99872, 2.27585, 1.25599], [-1.60352, 1.71996, 1.03315], [-1.42536, 1.31982, -0.37893], [-1.34501, 2.48509, -1.29857], [-2.41117, 0.39089, -0.82305], [-2.04807, -0.42080, -1.72067], [-4.82358, -1.28253, 0.11590], [-4.24598, -1.15496, -1.56390], [-5.52499, -0.07586, -0.97410], [-4.28575, 0.58506, 1.66165], [-4.96734, 1.73891, 0.53096], [-3.14034, 2.51032, 2.30996], [-3.12970, 3.20941, 0.71060], [-1.42785, 0.84060, 1.65554], [-0.83403, 2.45132, 1.27259], [-0.42653, 3.02862, -1.08825], [-2.19321, 3.15926, -1.18429], [-1.32156, 2.13555, -2.32732]], "atomic_forces_ev_per_a": [[-0.5, 0.0, 0.0], [0.1, 0.0, 0.1], [-0.1, 0.1, -0.1], [0.4, 0.1, -0.2], [0.0, 0.0, 0.1], [-0.2, 0.0, -0.1], [0.3, -0.1, 0.2], [0.1, 0.1, -0.2], [0.0, -0.1, 0.1], [0.1, 0.1, 0.0], [0.0, 0.0, 0.0], [0.0, 0.0, 0.0], [-0.1, -0.1, 0.1], [0.2, -0.1, 0.1], [0.0, 0.1, -0.1], [0.0, 0.0, 0.0], [0.0, 0.0, 0.0], [0.1, 0.0, 0.0], [0.0, 0.0, 0.1], [-0.1, -0.1, 0.0], [0.0, 0.0, 0.0], [0.0, 0.0, 0.0], [0.0, 0.0, 0.0], [0.0, 0.0, 0.0], [0.0, 0.0, 0.0], [0.0, 0.0, 0.0], [0.0, 0.0, 0.0], [0.0, 0.0, 0.0], [0.0, 0.0, 0.0], [0.0, 0.0, 0.0], [0.0, 0.0, 0.0], [0.0, 0.0, 0.0], [-0.1, -0.1, 0.0], [0.0, 0.0, 0.0], [0.0, 0.0, 0.0], [0.0, 0.0, -0.1], [-0.1, 0.0, 0.1], [0.1, -0.1, 0.0], [0.0, 0.0, -0.1], [-0.1, 0.1, 0.1], [0.0, 0.0, 0.0], [0.0, 0.0, 0.0], [0.0, 0.0, 0.0], [0.0, 0.0, 0.0], [0.0, 0.0, 0.0], [0.0, 0.0, 0.0], [0.0, 0.0, 0.0], [0.0, 0.0, 0.0], [0.0, 0.0, 0.0], [0.0, 0.0, 0.0], [0.0, 0.0, 0.0], [0.0, 0.0, 0.0]], "charge": 2, "lumo_ev": -6.4, "e_tot_ev": -38143.5530, "homo_lumo_gap_ev": 7.5}



{"formula": "C29H40BrClF7NO4P", "method": "ωB97M-V with the def2-TZVPD basis set", "elements": ["C", "O", "C", "C", "C", "C", "C", "C", "P", "Br", "C", "C", "O", "C", "C", "O", "Cl", "N", "C", "C", "C", "O", "C", "F", "F", "C", "F", "F", "C", "F", "F", "F", "H", "H", "H", "H", "H", "H", "H", "H", "H", "H", "H", "H", "H", "H", "H", "H", "H", "H", "H", "H", "H", "H", "H", "H", "H", "H", "H", "H", "C", "C", "C", "C", "C", "C", "H", "H", "H", "H", "H", "H", "C", "C", "C", "C", "C", "C", "H", "H", "H", "H", "H", "H"], "coordinates": [[3.49525, -2.38481, 3.84045], [3.65710, -3.25669, 2.70781], [4.19386, -2.61043, 1.53877], [3.26603, -2.86494, 0.21524], [2.74668, -1.43813, -0.29060], [1.45682, -1.44525, -1.23571], [0.11572, -2.08519, -0.54197], [-1.04578, -1.07935, -0.20866], [-1.69074, -0.59207, 1.49404], [-3.60952, -1.91178, 1.17985], [-2.83231, 0.78572, 0.77527], [-2.84107, 1.16547, -0.75914], [-3.64508, 0.27410, -1.62857], [-0.11882, 0.54990, 1.59635], [-0.18858, 2.03738, 1.12361], [-0.66262, 3.03814, 1.71832], [0.66236, 2.52385, -0.47225], [-2.30280, -0.13792, 3.08781], [-2.00107, 1.08414, 3.80062], [-3.68335, -0.40784, 3.47555], [-4.12078, -1.52501, 4.58473], [-4.68612, 0.37155, 3.28801], [-0.78945, -2.06055, 2.41989], [0.67245, -1.89899, 2.44618], [-0.95553, -1.91799, 3.87885], [-1.08422, -3.57139, 2.18460], [0.22346, -4.25305, 2.28466], [-1.48845, -4.11508, 0.94456], [-1.87100, -4.46625, 3.28047], [-3.25283, -4.30610, 3.34911], [-1.72884, -5.80591, 2.73252], [-1.21546, -4.60689, 4.52645], [2.39268, -2.30896, 4.18414], [3.90239, -1.32862, 3.72528], [4.06838, -2.86738, 4.72267], [4.41180, -1.49607, 1.65556], [5.19991, -3.12406, 1.28833], [3.86720, -3.43210, -0.59549], [2.46331, -3.59601, 0.55944], [2.68679, -0.73354, 0.61180], [3.61016, -1.01157, -0.94082], [1.75199, -2.06002, -2.17309], [1.31152, -0.37957, -1.61302], [0.52966, -2.82153, 0.20369], [-0.25521, -2.78589, -1.39589], [-0.58912, -0.13150, -0.69562], [-1.96869, -1.45553, -0.79638], [-3.94467, 0.46194, 0.86204], [-2.86396, 1.77014, 1.34038], [-1.86200, 1.49584, -1.24357], [-3.47526, 2.14516, -0.81492], [-3.32497, 0.54458, -2.52608], [0.37992, 0.56041, 2.63763], [0.75982, 0.12356, 0.96694], [-0.93838, 1.34779, 4.10699], [-2.52180, 0.97340, 4.84275], [-2.47690, 2.07854, 3.43652], [-4.53340, -0.89026, 5.46044], [-4.96544, -2.17383, 4.18135], [-3.23761, -2.10377, 5.00890], [3.95783, 0.38419, -5.06173], [5.16819, 1.02505, -4.81570], [5.23820, 2.04112, -3.86759], [4.09892, 2.40989, -3.15807], [2.88964, 1.76647, -3.40162], [2.81749, 0.75671, -4.35614], [3.90279, -0.40583, -5.80341], [6.05790, 0.73274, -5.36411], [6.18054, 2.54513, -3.68061], [4.15416, 3.19874, -2.41523], [2.00135, 2.05301, -2.84704], [1.87312, 0.25910, -4.54931], [-1.06295, 3.93721, -2.80608], [-2.32748, 4.36600, -2.41470], [-3.21256, 4.87837, -3.35845], [-2.83632, 4.95309, -4.69677], [-1.57319, 4.52103, -5.08914], [-0.68466, 4.01709, -4.14377], [-0.37091, 3.54001, -2.06749], [-2.62307, 4.30136, -1.37266], [-4.19599, 5.21862, -3.05166], [-3.52826, 5.34810, -5.43342], [-1.28056, 4.57784, -6.13289], [0.30240, 3.68521, -4.44921]], "atomic_forces_ev_per_a": [[-0.3, -0.3, 1.8], [0.2, 2.0, -0.2], [0.9, -1.1, -1.9], [0.3, 0.2, 0.9], [0.8, -0.1, -0.8], [0.4, -0.2, 0.4], [1.4, -1.4, -2.2], [0.2, -0.5, -2.3], [-0.1, 2.6, -1.5], [-0.6, -2.0, 0.3], [-2.2, 0.8, -1.9], [-1.3, 2.5, -0.1], [2.0, 0.7, -0.3], [3.3, 1.0, 0.1], [-1.9, 3.5, 3.3], [2.0, -4.6, -2.5], [0.1, -1.1, 1.2], [-2.1, 0.7, 1.0], [-0.7, 2.3, 2.7], [-4.5, 1.3, 1.1], [0.9, 0.8, 0.3], [4.3, -2.2, 0.0], [2.4, 0.4, 3.3], [-2.5, -0.3, -1.0], [0.0, -1.3, -2.4], [2.5, -4.2, -0.6], [-2.1, 1.5, 0.2], [0.2, 2.2, 2.1], [-0.3, -3.4, -0.3], [3.3, 0.2, 0.6], [-0.5, 2.7, 1.2], [-2.1, 1.2, -2.7], [1.7, -0.2, -0.9], [-0.4, -1.3, -0.3], [-0.8, 0.8, -1.3], [-0.5, -1.4, 0.1], [-1.3, 0.8, 0.6], [-0.9, 1.1, 1.2], [0.7, 1.2, -0.4], [-0.3, -1.0, -1.3], [-1.3, -0.5, 1.1], [-0.6, 0.8, 1.5], [-0.1, -1.2, 0.5], [-0.8, 1.0, -0.4], [0.3, 1.1, 1.6], [-1.5, -1.2, 0.8], [1.6, 1.0, 0.8], [2.1, 0.5, 0.3], [0.7, -1.2, -0.6], [-1.0, -1.0, 0.6], [1.1, -1.3, 0.4], [-0.7, -0.6, 1.0], [-1.1, 0.4, -1.4], [-1.8, 0.4, 0.9], [-1.0, -0.9, -0.9], [1.0, 0.2, -1.5], [0.8, -1.7, 0.0], [0.5, -1.0, -1.5], [1.4, 0.9, 0.5], [-1.2, 0.5, -0.8], [0.0, 0.1, 0.1], [-0.1, 0.0, 0.0], [-0.1, -0.1, 0.0], [0.0, -0.1, -0.1], [0.0, 0.0, 0.0], [0.1, 0.0, 0.0], [0.0, 0.1, 0.1], [-0.1, 0.0, 0.0], [-0.1, 0.0, 0.0], [0.0, -0.1, 0.0], [0.1, -0.1, -0.1], [0.1, 0.0, 0.0], [0.1, 0.1, -0.2], [0.0, 0.1, -0.1], [0.1, 0.0, 0.0], [0.1, 0.0, 0.1], [0.0, 0.0, 0.0], [-0.2, 0.0, 0.0], [-0.5, 0.3, -0.5], [0.1, 0.0, -0.1], [0.1, 0.0, 0.0], [0.1, 0.0, 0.1], [0.0, 0.0, 0.1], [-0.1, 0.0, 0.0]], "charge": -1, "lumo_ev": 2.3, "e_tot_ev": -151272.2016, "homo_lumo_gap_ev": 7.9}



{"formula": "C12H10Cl3F9N2NiO3Se3", "method": "ωB97M-V with the def2-TZVPD basis set", "elements": ["Ni", "O", "C", "C", "C", "O", "C", "Se", "C", "Se", "H", "H", "H", "H", "H", "H", "H", "H", "H", "H", "F", "C", "F", "F", "C", "O", "C", "F", "F", "F", "C", "F", "F", "F", "Se", "C", "N", "Cl", "C", "Cl", "Cl", "C", "N"], "coordinates": [[0.37010, -0.51160, 0.17800], [1.93690, 2.78060, 3.08930], [2.51170, 1.87520, 2.15960], [2.97580, 0.54890, 2.79460], [4.05190, 0.86300, 3.86530], [3.55130, 1.55900, 4.97760], [1.82560, -0.16150, 3.50800], [0.38280, -1.00300, 2.38210], [3.63600, -0.32890, 1.73260], [2.69980, -0.55390, -0.01980], [0.98430, 2.62750, 3.09640], [3.38080, 2.38140, 1.72450], [1.80240, 1.65550, 1.35450], [4.86550, 1.44460, 3.40070], [4.48380, -0.06940, 4.24390], [2.95510, 2.23560, 4.60960], [1.31690, 0.54660, 4.16770], [2.23270, -0.95360, 4.14010], [3.81620, -1.32820, 2.13330], [4.59460, 0.11710, 1.45430], [-1.31080, -4.66910, -0.31160], [-1.07540, -3.36660, -0.57450], [-1.08460, -3.26740, -1.90900], [0.17210, -3.10880, -0.17450], [-2.07970, -2.37790, 0.12850], [-1.52080, -1.24800, 0.46250], [-2.62650, -3.10350, 1.40470], [-3.20760, -2.24820, 2.24020], [-1.64370, -3.70680, 2.08540], [-3.54600, -4.06250, 1.14870], [-3.27520, -2.17970, -0.86240], [-2.97860, -1.31330, -1.82250], [-4.37670, -1.72870, -0.24980], [-3.65260, -3.32160, -1.48450], [-2.06950, 3.50420, 0.82980], [-1.01120, 2.18070, 0.48440], [-0.18340, 1.38310, 0.28360], [1.05500, -0.94860, -5.17310], [0.00250, -0.05840, -4.12050], [0.78050, 2.03680, -4.38330], [-1.61480, 0.07660, -4.72410], [0.09880, -0.41160, -2.79300], [0.20680, -0.70170, -1.66990]], "atomic_forces_ev_per_a": [[-0.5, -0.2, 0.6], [-0.2, 0.2, 0.4], [0.1, -0.5, -0.6], [0.0, 0.3, 0.2], [0.1, -0.2, -0.4], [-0.2, 0.4, 0.3], [-0.4, -0.3, -0.4], [1.0, 0.3, 1.6], [-0.3, -0.1, -0.3], [0.5, 0.1, 0.7], [0.0, 0.1, -0.1], [0.0, -0.1, 0.0], [0.2, 0.2, 0.2], [0.0, -0.1, -0.1], [0.0, 0.0, -0.1], [0.0, -0.1, 0.1], [0.0, -0.2, -0.1], [0.0, 0.0, -0.1], [0.0, 0.1, 0.0], [0.0, -0.1, -0.1], [-0.1, -0.1, 0.1], [0.1, -0.3, -0.2], [0.0, 0.2, -0.2], [0.1, -0.2, 0.1], [-0.2, -0.9, -0.3], [0.2, 1.0, 0.1], [-0.2, -0.2, 0.2], [0.0, 0.3, 0.0], [0.3, 0.0, 0.1], [-0.1, -0.1, -0.2], [-0.3, 0.0, -0.4], [0.2, 0.2, 0.0], [-0.1, 0.2, 0.4], [0.0, -0.3, 0.1], [-1.3, 1.4, 0.4], [1.7, -1.1, -0.3], [-0.6, 0.1, -0.1], [0.3, -0.3, -0.1], [-0.4, -0.5, -0.6], [0.4, 0.9, -0.1], [-0.3, 0.0, 0.0], [0.2, -0.6, 1.6], [0.0, 0.7, -2.5]], "charge": -2, "multiplicity": 3, "lumo_ev": [3.3, 4.3], "e_tot_ev": -320837.9082, "de_lowest_kcal_mol": 9.4, "homo_lumo_gap_ev": [5.0, 6.9]}